# C29H34BIMoN10O3

A structure of composition C29H34BIMoN10O3 in a non-equilibrium geometry (ωB97M-V/def2-TZVPD, the Open Molecules 2025 dataset).

Molar mass ... 804.3 g/mol
ΔE to the lowest compared entry with this formula, charge and spin ... 0.0000 eV
Spin multiplicity ... 3
Charge ... +2
HOMO (spin up / spin down) ... -13.80 / -14.01 eV
E ... -62292.222 eV
LUMO energy (spin up / spin down) ... -6.962 / -6.846 eV

Geometry as XYZ:
```
79
C29H34BIMoN10O3 | the Open Molecules 2025 dataset | ωB97M-V/def2-TZVPD
Mo -0.014 -0.288 0.427
C -4.618 0.759 0.449
C -3.661 1.891 0.632
N -4.171 3.081 0.847
C -3.393 4.130 1.081
C -2.012 4.083 1.036
C -1.165 5.261 1.433
O -0.267 4.822 2.441
C -1.411 2.839 0.729
C -0.008 2.737 0.562
N 0.676 1.629 0.375
C 2.074 1.898 0.309
C 2.787 2.155 1.479
C 4.108 2.564 1.416
C 4.732 2.706 0.186
C 4.047 2.426 -0.984
C 2.722 2.037 -0.912
I 1.620 1.694 -2.683
C -2.252 1.694 0.598
O -1.709 0.512 0.493
H -5.613 1.113 0.700
H -4.352 -0.087 1.082
H -4.618 0.422 -0.587
H -3.915 5.051 1.305
H -1.817 6.057 1.802
H -0.607 5.648 0.566
H 0.118 5.588 2.878
H 0.553 3.666 0.589
H 2.282 2.063 2.432
H 4.631 2.809 2.327
H 5.750 3.052 0.130
H 4.524 2.542 -1.945
C -2.078 -3.982 1.084
C -1.943 -2.743 0.474
N -0.815 -2.157 0.881
N -0.227 -2.986 1.759
C -0.963 -4.095 1.897
B 0.997 -2.498 2.556
N 2.092 -2.120 1.554
C 3.322 -2.627 1.441
C 3.936 -2.052 0.342
C 2.988 -1.177 -0.164
N 1.869 -1.213 0.578
N 0.541 -1.200 3.234
C 0.335 -0.946 4.529
C -0.227 0.314 4.641
C -0.327 0.774 3.336
N 0.142 -0.154 2.484
H -2.872 -4.688 0.958
H -2.588 -2.248 -0.229
H -0.657 -4.895 2.541
H 1.364 -3.300 3.330
H 3.698 -3.359 2.128
H 4.922 -2.246 -0.032
H 3.073 -0.556 -1.037
H 0.587 -1.660 5.289
H -0.522 0.815 5.541
H -0.702 1.723 2.996
C 1.151 -3.209 -1.995
N 0.304 -2.498 -2.928
C 0.248 -2.975 -4.302
C -1.126 -2.686 -4.883
C -1.383 -1.195 -4.765
N -1.177 -0.759 -3.391
C -1.853 0.473 -3.046
C -0.316 -1.364 -2.559
O -0.095 -0.873 -1.396
H 1.142 -4.269 -2.239
H 0.764 -3.093 -0.981
H 2.183 -2.849 -2.036
H 0.444 -4.047 -4.300
H 1.029 -2.480 -4.888
H -1.883 -3.231 -4.316
H -1.177 -3.004 -5.924
H -2.412 -0.963 -5.043
H -0.722 -0.621 -5.423
H -2.931 0.340 -3.160
H -1.522 1.271 -3.718
H -1.638 0.753 -2.013
```

=====

# C4H8ClFSi

A cluster of 2 separate species, C4H8ClFSi in total in a non-equilibrium geometry (ωB97M-V/def2-TZVPD, the Open Molecules 2025 dataset).

Molar mass ... 138.6 g/mol
ΔE to the lowest compared entry with this formula, charge and spin ... 4.2824 eV
Spin multiplicity ... 1
HOMO (spin up / spin down) ... -9.33 / -7.33 eV
E ... -27392.267 eV
LUMO energy (spin up / spin down) ... -0.390 / -1.016 eV

Geometry as XYZ:
```
15
C4H8ClFSi | the Open Molecules 2025 dataset | ωB97M-V/def2-TZVPD
C -1.639 -0.183 3.454
C -1.864 -0.852 2.347
C -1.343 -0.870 -1.100
C 1.834 -0.147 -0.552
F 0.769 -2.349 -1.848
Si 0.360 -1.363 -0.602
Cl -3.179 -1.832 1.978
H -2.557 -0.086 4.172
H -0.633 0.205 3.709
H -1.308 -0.580 -2.106
H -2.196 -1.540 -0.936
H -1.567 0.186 -0.676
H 2.552 -0.594 -1.294
H 1.452 0.887 -0.948
H 2.375 -0.132 0.358
```